[1]
Formula: C4H9NO
Source: OMol25
Level of theory: the ωB97M-V functional and the def2-TZVPD basis

Geometry as XYZ:
```
15
Properties=species:S:1:pos:R:3:forces:R:3
C -0.211 -0.222 -0.098 0.412 -2.573 3.406
C -0.082 1.277 -0.174 0.886 -2.626 0.547
C -1.103 -0.972 1.074 3.343 3.149 -0.253
C 0.453 -0.731 1.177 2.797 -0.173 -1.366
H -0.839 -2.164 -0.613 2.974 3.567 -3.470
H 0.432 -1.446 -2.096 -2.535 1.233 4.534
H -0.123 1.504 0.865 -0.594 0.996 0.493
H -0.915 1.379 -0.720 -3.232 2.670 -2.238
H 1.244 2.920 -0.276 -0.430 -5.662 -2.482
H -1.444 -1.861 0.650 -0.975 -1.151 0.336
H -1.714 -0.442 1.816 0.341 -0.289 -0.452
H 1.523 -1.278 0.776 -3.491 0.407 1.969
H 0.700 0.128 1.880 -0.232 -1.490 -0.753
N -0.306 -1.198 -1.154 -0.312 -3.917 -2.381
O 1.117 1.692 -0.760 1.049 5.859 2.109
```
Forces are in eV/Å.

The calculation puts the total energy at -287.536718 Ha. The calculation puts the largest force on an atom at 6.31 eV Å⁻¹. As for the spin multiplicity: 1. The energy above the lowest of the compared OMol25 structures with the same formula, charge and spin is 776.45 kJ/mol. For the orbital gap, the calculation gives 8.13 eV. The net charge is 0.

Here are the Löwdin charges for atoms 1 to 4, given in e:
1. C -0.534
2. C -0.311
3. C -0.030
4. C -0.138

---

[2]
Formula: C4H9NO
Source: OMol25
Level of theory: the ωB97M-V functional and the def2-TZVPD basis

Geometry as XYZ:
```
15
Properties=species:S:1:pos:R:3:forces:R:3
C -0.881 -1.303 0.222 0.650 0.195 -0.590
N 0.050 -0.546 -0.644 -0.716 0.362 0.773
C -0.630 0.584 -1.258 0.942 0.485 -2.246
C 1.260 -0.150 0.049 -1.488 0.561 -1.210
C 1.247 0.726 1.058 4.531 0.880 -1.583
O 0.189 1.527 1.444 -0.154 -3.801 0.717
H -1.610 -0.647 0.719 0.156 -0.145 0.318
H -0.248 -1.872 0.899 -0.356 -0.100 0.374
H -1.447 -2.007 -0.383 -0.108 -0.055 -0.085
H 0.020 0.937 -2.071 0.146 -0.016 0.071
H -1.495 0.267 -1.840 -0.353 -0.153 0.534
H -0.803 1.507 -0.700 -0.381 -0.476 0.637
H 2.151 -0.313 -0.544 0.474 -0.745 0.856
H -0.018 0.492 1.496 -3.190 2.173 1.226
H 2.215 0.798 1.553 -0.153 0.836 0.209
```
Forces are in eV/Å.

The calculation puts the total energy at -287.662881 Ha. The calculation puts the largest force on an atom at 4.88 eV Å⁻¹. As for the spin multiplicity: 1. The energy above the lowest of the compared OMol25 structures with the same formula, charge and spin is 445.21 kJ/mol. For the orbital gap, the calculation gives 9.61 eV. The net charge is 0.

Here are the Löwdin charges for atoms 1 to 4, given in e:
1. C -0.096
2. N -0.247
3. C -0.119
4. C -0.123

---

[3]
Formula: C4H9NO
Source: OMol25
Level of theory: the ωB97M-V functional and the def2-TZVPD basis

Geometry as XYZ:
```
15
Properties=species:S:1:pos:R:3:forces:R:3
C -0.326 1.094 0.943 -0.333 0.061 0.028
N 0.137 -0.147 0.365 -0.165 0.100 -0.206
C 0.978 -0.855 1.323 -0.439 -0.425 0.011
C 0.025 -0.249 -2.155 -0.243 -0.140 -0.595
C -1.162 -0.235 -1.550 0.690 0.378 -0.082
O -1.248 -0.885 -0.353 1.857 0.936 1.514
H 0.542 1.765 1.058 -0.178 -0.338 -0.113
H -0.785 0.978 1.934 -0.133 -0.005 -0.100
H -1.023 1.569 0.252 0.009 0.047 0.108
H 0.521 -1.016 2.306 -0.120 -0.167 -0.007
H 1.351 -1.792 0.911 -0.182 -0.008 -0.005
H 1.865 -0.209 1.503 -0.591 -0.158 -0.352
H 0.756 -0.989 -1.840 -0.013 0.402 -0.001
H 0.329 0.503 -2.868 -0.265 -0.276 -0.495
H -1.960 0.467 -1.828 0.107 -0.409 0.297
```
Forces are in eV/Å.

The calculation puts the total energy at -287.642654 Ha. The calculation puts the largest force on an atom at 2.57 eV Å⁻¹. As for the spin multiplicity: 1. The energy above the lowest of the compared OMol25 structures with the same formula, charge and spin is 498.31 kJ/mol. For the orbital gap, the calculation gives 8.98 eV. The net charge is 0.

Here are the Löwdin charges for atoms 1 to 4, given in e:
1. C -0.112
2. N -0.172
3. C -0.094
4. C 0.024

---

[4]
Formula: C4H9NO
Source: OMol25
Level of theory: the ωB97M-V functional and the def2-TZVPD basis

Geometry as XYZ:
```
15
Properties=species:S:1:pos:R:3:forces:R:3
C -1.651 0.626 -1.091 -0.044 -0.015 -0.080
C -0.608 0.810 -0.027 0.220 0.043 -0.069
C 0.613 0.314 -0.146 -0.143 0.160 -0.135
C 1.601 -0.463 -0.866 0.005 -0.127 -0.282
N 1.904 0.296 0.383 0.005 0.040 0.208
H -2.617 0.306 -0.686 0.152 0.045 -0.013
H -1.809 1.576 -1.615 -0.080 -0.119 0.034
H -1.326 -0.115 -1.828 -0.057 0.121 0.114
H -0.833 1.455 0.822 0.029 -0.115 -0.099
H 2.038 -0.043 -1.768 0.093 -0.094 0.130
H 1.575 -1.551 -0.823 -0.085 0.191 0.056
H 1.994 -0.309 1.198 -0.047 0.038 -0.097
O -0.177 -1.342 2.225 0.039 0.032 0.198
H -0.344 -0.630 2.854 0.014 -0.163 -0.012
H -0.359 -0.929 1.368 -0.100 -0.038 0.048
```
Forces are in eV/Å.

The calculation puts the total energy at -287.728996 Ha. The calculation puts the largest force on an atom at 0.31 eV Å⁻¹. As for the spin multiplicity: 1. The energy above the lowest of the compared OMol25 structures with the same formula, charge and spin is 271.62 kJ/mol. For the orbital gap, the calculation gives 10.00 eV. As for the structure (SMILES): C/C=C1\CN1.O. The net charge is 0.

Here are the Löwdin charges for atoms 1 to 4, given in e:
1. C -0.096
2. C -0.137
3. C -0.356
4. C -0.084

---

> Among the records above, which one has the highest largest force on an atom?

number 1